No. 1
This record from the OMol25 dataset describes a 2-piece molecular cluster, C2H3ClO2S overall in a non-equilibrium geometry. The level of theory is ωB97M-V/def2-TZVPD.

Each atom is followed by the atoms it is bonded to, with distances in Å.
Geometry (Å):
1 C -0.740 0.590 0.803  O3 1.177, H7 1.090, H8 1.230
2 C -1.657 -1.908 -1.469  S5 1.674, Cl6 1.719, H9 1.039
3 O 0.136 0.668 0.021  C1 1.177
4 O -1.710 0.403 -2.482  S5 1.465
5 S -0.932 -0.837 -2.531  C2 1.674, O4 1.465
6 Cl -3.250 -1.788 -0.834  C2 1.719
7 H -0.888 1.314 1.604  C1 1.090
8 H -1.572 -0.311 0.893  C1 1.230
9 H -1.192 -2.790 -1.175  C2 1.039

Computed properties:
Energy above the lowest of the compared OMol25 structures with the same formula, charge and spin   225.01 kJ/mol
Energy   -29572.3823 eV
Orbital gap   0.3192 hartree
Total charge   0


No. 2
This record from the OMol25 dataset describes a 2-piece molecular cluster, C2H3ClO2S overall in a non-equilibrium geometry. The level of theory is ωB97M-V/def2-TZVPD.

Each atom is followed by the atoms it is bonded to, with distances in Å.
Geometry (Å):
1 C -1.419 1.535 -0.579  C2 1.265, H4 1.058, H5 1.096
2 C -1.737 0.314 -0.475  C1 1.265, O3 1.181
3 O -2.116 -0.803 -0.454  C2 1.181
4 H -2.089 2.011 0.088  C1 1.058
5 H -0.741 2.001 -1.303  C1 1.096
6 O 1.513 -2.064 1.186  S7 1.737, H9 0.971
7 S 1.803 -0.370 0.938  O6 1.737, Cl8 2.057
8 Cl 3.734 -0.306 0.228  S7 2.057
9 H 1.051 -2.318 0.371  O6 0.971

Computed properties:
Energy above the lowest of the compared OMol25 structures with the same formula, charge and spin   155.92 kJ/mol
Energy   -29573.0983 eV
Orbital gap   0.3473 hartree
Total charge   0


No. 3
This record from the OMol25 dataset describes a 2-piece molecular cluster, C2H3ClO2S overall in a non-equilibrium geometry. The level of theory is ωB97M-V/def2-TZVPD.

Each atom is followed by the atoms it is bonded to, with distances in Å.
Geometry (Å):
1 C -1.985 -1.744 -0.535  C2 1.285, H4 1.194, H5 1.052
2 C -1.607 -0.558 -0.213  C1 1.285, O3 1.162
3 O -1.356 0.570 -0.086  C2 1.162
4 H -1.052 -2.248 -1.082  C1 1.194
5 H -2.890 -2.209 -0.265  C1 1.052
6 O 2.531 1.769 1.436  S7 1.592, H9 0.984
7 S 1.524 0.815 0.654  O6 1.592, Cl8 2.084
8 Cl 2.516 0.890 -1.178  S7 2.084
9 H 2.320 2.715 1.269  O6 0.984

Computed properties:
Energy above the lowest of the compared OMol25 structures with the same formula, charge and spin   163.46 kJ/mol
Energy   -29573.0202 eV
Orbital gap   0.3335 hartree
Total charge   0